Record 1
# C4H4FNO

One molecule with the formula C4H4FNO (ωB97M-V/def2-TZVPD, the OMol25 dataset).

Results
E_tot ... -10467.0507 eV
Molecular weight ... 101.1 g mol⁻¹
Gap between HOMO and LUMO ... 0.32357 Ha
Relative energy (zero: lowest compared OMol25 entry of this formula, charge and spin) ... 0.505 eV
LUMO level ... 0.89 eV

Geometry as XYZ:
```
11
Properties=species:S:1:pos:R:3:forces:R:3
O 1.64107 1.05455 -1.19766 -0.428 1.775 -0.490
C 0.68908 0.40045 -0.47438 -0.165 -1.153 0.242
C 0.82601 -0.89052 0.01965 1.181 0.389 -0.241
N -0.34807 -1.19110 0.69196 -0.025 -0.044 -0.003
C -1.19321 -0.14832 0.59153 0.559 -0.037 -0.394
F -2.40459 -0.23991 1.12185 -0.167 0.067 0.093
C -0.61115 0.85481 -0.13493 -0.482 0.307 0.252
H 1.33061 1.98038 -1.44590 0.472 -1.965 0.616
H 1.70583 -1.56558 0.02487 -0.978 0.646 -0.039
H -0.55282 -2.04756 1.16809 -0.008 -0.106 0.043
H -1.08276 1.79281 -0.36509 0.041 0.122 -0.080
```
Positions in Å, forces in eV/Å.


Record 2
# C24H20O5

One molecule with the formula C24H20O5 (ωB97M-V/def2-TZVPD, the OMol25 dataset).

Results
E_tot ... -35449.8346 eV
Molecular weight ... 388.4 g mol⁻¹
Gap between HOMO and LUMO ... 0.29886 Ha
Relative energy (zero: lowest compared OMol25 entry of this formula, charge and spin) ... 0.000 eV
LUMO level ... 0.35 eV

Geometry as XYZ:
```
49
Properties=species:S:1:pos:R:3:forces:R:3
C -4.40713 -4.72024 -3.42470 -0.061 -0.202 0.150
O -4.05823 -3.59233 -4.19136 0.143 0.334 -0.128
C -3.30034 -2.62307 -3.61744 0.097 0.167 0.010
C -2.98488 -1.53159 -4.43248 -0.117 -0.213 0.007
C -2.22402 -0.49621 -3.94837 0.049 -0.039 0.100
C -1.74122 -0.50902 -2.63120 -0.285 -0.189 -0.201
C -0.94843 0.61850 -2.17678 0.595 -0.142 0.887
O -1.02439 1.72147 -2.96675 -0.262 -0.173 -0.199
C -0.20496 2.66400 -2.45135 0.838 0.343 0.839
C 0.00141 3.94482 -2.93632 -0.233 -0.276 -0.133
C 0.88847 4.74142 -2.24014 0.008 0.026 -0.004
C 1.54111 4.26984 -1.10083 0.063 0.118 0.040
C 1.33341 2.99400 -0.62142 -0.018 -0.021 -0.017
C 0.44518 2.16791 -1.30804 -0.266 0.315 -0.539
C -0.05728 0.82765 -1.13570 -0.388 0.084 -0.536
C 0.36433 -0.05892 -0.04893 -0.357 -0.420 -0.045
O -0.27115 -0.96794 0.43350 0.164 0.107 0.037
O 1.59193 0.27825 0.38171 0.036 0.313 -0.113
C 2.10576 -0.43527 1.49318 0.177 -0.568 0.364
C 1.75392 0.19193 2.81784 0.133 -0.128 -0.131
C 0.84836 1.22757 2.94106 0.100 -0.114 0.001
C 0.55187 1.76643 4.18382 -0.065 0.092 0.107
C 1.16754 1.26149 5.31071 -0.084 0.087 -0.048
C 2.07844 0.22108 5.20808 0.220 -0.247 0.039
C 2.37714 -0.32073 3.96632 -0.166 0.192 -0.076
O 3.25634 -1.34338 3.75185 -0.240 0.212 -0.237
C 3.91385 -1.90654 4.86143 0.129 -0.111 0.166
C -2.06616 -1.59700 -1.82267 0.118 0.261 -0.045
C -2.83173 -2.64030 -2.30707 -0.240 -0.318 -0.194
H -5.00892 -4.44287 -2.55354 0.036 -0.009 -0.029
H -3.52092 -5.27097 -3.09430 -0.033 0.031 -0.003
H -4.99907 -5.35281 -4.08432 0.041 0.016 0.088
H -3.35261 -1.52658 -5.44643 -0.035 0.010 -0.118
H -1.98506 0.33631 -4.59153 -0.012 0.035 -0.061
H -0.51412 4.29390 -3.81645 -0.053 0.060 -0.107
H 1.08016 5.74721 -2.58194 0.004 0.077 -0.044
H 2.22701 4.92391 -0.58318 0.058 0.047 0.046
H 1.84951 2.64106 0.25607 0.046 -0.005 0.047
H 1.73051 -1.46645 1.47360 0.171 0.189 -0.046
H 3.19194 -0.45323 1.36804 -0.176 -0.009 -0.048
H 0.36407 1.62146 2.06008 -0.025 0.031 -0.090
H -0.15826 2.57489 4.26392 -0.064 0.071 0.017
H 0.94409 1.67264 6.28387 -0.016 0.031 0.076
H 2.54608 -0.15796 6.10296 0.064 -0.059 0.057
H 4.53581 -1.16864 5.37842 -0.045 -0.024 -0.019
H 3.20421 -2.34537 5.56987 0.021 0.037 -0.028
H 4.54992 -2.69239 4.45702 -0.025 0.043 0.083
H -1.72191 -1.62641 -0.80315 -0.009 0.016 0.036
H -3.06158 -3.46154 -1.64694 -0.036 -0.081 0.040
```
Positions in Å, forces in eV/Å.


Record 3
# C37H36N5O7SW

C37H36N5O7SW as an isolated structure (ωB97M-V/def2-TZVPD, the OMol25 dataset).

Results
Charge ... +1
<S²> ... 2.0267
E_tot ... -73386.8883 eV
2S+1 ... 3
Molecular weight ... 878.6 g mol⁻¹
Gap between HOMO and LUMO (alpha / beta) ... 0.25647 / 0.27252 Ha
Relative energy (zero: lowest compared OMol25 entry of this formula, charge and spin) ... 0.624 eV
LUMO level (alpha / beta) ... -3.26 / -3.58 eV

Geometry as XYZ:
```
87
Properties=species:S:1:pos:R:3:forces:R:3
W -0.05368 -0.97424 0.58824 0.353 0.133 -0.089
C -3.58475 4.80092 2.46360 0.151 0.001 -0.088
C -2.11644 4.56108 2.07560 -0.043 0.116 -0.134
C -1.25297 5.78382 2.42650 -0.102 -0.168 -0.038
C -2.04925 4.35192 0.56288 -0.035 -0.017 0.306
C -1.63444 3.34309 2.84810 0.129 -0.229 -0.066
C -1.60658 3.40875 4.24940 0.072 -0.110 0.091
C -1.25794 2.33104 5.03234 0.002 0.058 0.014
C -0.91619 1.14485 4.40321 0.116 -0.324 -0.403
S -0.46182 -0.37690 5.11967 -0.055 -0.014 -0.658
C -0.31671 -1.05386 3.53337 -0.398 1.156 -0.104
N -0.56927 -0.21012 2.52404 0.069 -0.880 1.214
C -0.91425 1.04533 3.00377 -0.153 0.573 0.396
C -1.26829 2.15453 2.23383 0.025 -0.035 -0.102
C -0.00537 -2.41614 3.22754 0.269 -0.785 -0.509
C 0.18109 -3.41126 4.19452 -0.070 0.452 -0.286
C 0.38551 -4.71194 3.79179 0.030 -0.150 -0.115
C 0.42936 -5.02125 2.43536 0.006 0.158 0.120
C 0.29835 -4.02373 1.48123 0.002 0.059 -0.355
C 0.06489 -2.69279 1.83626 -0.033 0.029 0.740
H -4.01112 5.59434 1.85543 -0.048 0.141 -0.060
H -3.68378 5.08403 3.50798 -0.019 0.021 0.123
H -4.16600 3.89533 2.29974 -0.094 -0.054 -0.026
H -1.47560 6.59958 1.74322 -0.060 0.122 -0.037
H -0.19561 5.54285 2.33117 0.106 0.016 -0.015
H -1.43573 6.13918 3.43638 0.018 0.017 0.153
H -2.39586 5.24712 0.05455 -0.057 0.117 -0.057
H -2.68501 3.52923 0.25205 -0.060 -0.184 -0.121
H -1.02959 4.16315 0.23937 0.189 -0.093 -0.109
H -1.86827 4.33184 4.73847 -0.080 0.137 0.086
H -1.26000 2.40172 6.10790 0.006 0.050 0.137
H -1.27648 2.02670 1.16056 -0.065 0.173 0.038
H 0.15343 -3.15361 5.24223 -0.056 -0.034 0.175
H 0.50612 -5.49499 4.52331 0.001 -0.069 0.096
H 0.55757 -6.04852 2.12968 0.085 -0.073 -0.066
H 0.37469 -4.30467 0.43295 -0.070 0.024 0.169
C 5.30304 -0.13156 0.95792 0.276 0.155 -0.141
N 3.92858 -0.43303 1.29746 -0.575 -0.014 -0.260
C 3.75694 -0.94623 2.64659 -0.311 -0.288 0.269
C 2.84765 -0.06323 0.59769 0.535 0.379 -0.384
O 1.71959 -0.06074 1.21219 -0.623 -0.262 -0.018
N 2.90972 0.39630 -0.67259 -0.160 -0.130 0.381
C 1.81849 1.22098 -1.17890 -0.162 0.290 -0.023
C 3.79286 -0.10442 -1.71116 0.227 -0.038 -0.078
H 5.79085 0.27111 1.84729 -0.031 0.027 -0.052
H 5.36035 0.61389 0.17182 0.004 0.004 -0.027
H 5.84410 -1.03201 0.66133 -0.025 0.034 -0.065
H 4.49084 -1.73186 2.81800 -0.004 -0.017 0.012
H 2.75258 -1.35084 2.77774 0.226 -0.001 -0.014
H 3.91171 -0.14895 3.37783 0.009 -0.013 -0.037
H 1.26788 1.66857 -0.34350 0.134 -0.042 -0.280
H 1.12601 0.66030 -1.82045 0.183 0.021 0.197
H 2.25515 2.02065 -1.78383 -0.033 -0.016 0.106
H 4.42627 -0.90734 -1.34506 -0.018 0.031 0.018
H 4.40964 0.70301 -2.11272 0.042 -0.077 0.035
H 3.18123 -0.50086 -2.52435 -0.015 -0.026 0.055
O -0.98014 -2.50133 -0.66272 0.294 -0.195 -0.507
C -0.01583 -2.45150 -1.47618 -0.337 0.432 0.979
O 0.90947 -1.59939 -1.18359 -0.028 -0.369 -0.410
C 0.10293 -3.33967 -2.63029 0.126 -0.626 -0.892
C 0.71320 -2.89624 -3.80535 -0.061 0.016 0.294
C 0.86950 -3.77452 -4.86381 -0.549 -0.438 0.836
C 0.46923 -5.10308 -4.78107 -0.061 0.085 0.144
C -0.11680 -5.52659 -3.59351 0.378 1.052 -0.311
C -0.33529 -4.66281 -2.53702 0.105 0.300 0.174
N -0.47241 -6.92814 -3.43617 -0.013 -0.185 0.001
O -0.46850 -7.61165 -4.42834 -0.026 -0.288 -0.339
O -0.72161 -7.29991 -2.31401 -0.172 -0.210 0.371
N 1.47487 -3.27977 -6.09123 0.259 0.190 -0.137
O 1.46200 -4.00802 -7.05064 -0.002 -0.204 -0.292
O 1.95743 -2.16793 -6.04682 0.082 0.201 -0.110
H 1.04448 -1.87148 -3.89763 0.052 -0.050 -0.039
H 0.61431 -5.79182 -5.60183 -0.004 0.060 0.003
H -0.80404 -5.01872 -1.63261 -0.054 -0.066 0.033
C -1.58181 0.09696 -0.27762 0.391 0.134 -0.018
C -1.93146 0.90892 -1.12285 0.085 -0.526 0.613
C -2.40814 1.82332 -2.09105 -0.137 0.299 -0.468
C -3.67693 1.62944 -2.64362 0.116 -0.044 0.050
C -4.14460 2.49272 -3.61309 -0.052 0.070 -0.060
C -3.35788 3.55111 -4.04008 -0.034 -0.011 -0.022
C -2.10032 3.75377 -3.49372 0.023 0.071 -0.065
C -1.61904 2.89327 -2.52667 -0.020 -0.161 0.064
H -4.26543 0.78629 -2.31551 -0.095 -0.030 0.042
H -5.12264 2.34255 -4.04429 -0.076 -0.038 -0.030
H -3.72094 4.20836 -4.81308 -0.060 0.134 -0.070
H -1.49882 4.58560 -3.83172 0.069 0.008 -0.004
H -0.62832 3.03014 -2.11342 -0.004 0.036 0.058
```
Positions in Å, forces in eV/Å.


Q: Number 2 is which compound?
A: C24H20O5